A structure of composition C12H24F3NbO7PS, computed with the ωB97M-V functional and the def2-TZVPD basis.

XYZ file:
```
49
Properties=species:S:1:pos:R:3:forces:R:3
C 2.203 -0.958 -1.140 -0.311 -0.297 -0.206
C 1.539 -0.463 -2.414 0.422 -0.659 -0.571
C 2.131 -1.257 -3.603 -0.537 0.086 0.421
C -0.004 -0.466 -2.507 -0.005 0.829 0.164
C -0.500 0.977 -2.428 -0.239 -0.283 0.224
C -0.786 -1.321 -1.506 0.934 -0.654 0.267
O -1.593 -2.315 -2.104 -1.511 0.967 -0.524
Nb -3.321 -2.004 -3.111 3.398 0.940 -1.480
F -2.590 -0.509 -4.258 -0.673 -1.249 1.032
P -4.355 -0.281 -1.420 -1.245 0.104 -0.356
S -5.538 0.888 -2.540 0.039 0.140 -0.037
H 3.273 -0.937 -1.284 0.447 0.179 0.080
H 1.954 -0.409 -0.247 -0.199 0.321 0.317
H 1.949 -1.997 -0.971 -0.075 -0.327 0.135
H 1.861 0.557 -2.572 0.058 0.476 0.120
H 3.085 -1.708 -3.360 0.421 0.113 -0.104
H 2.201 -0.605 -4.463 0.212 0.028 -0.355
H 1.462 -2.063 -3.867 -0.187 -0.369 -0.102
H -0.264 -0.803 -3.498 -0.166 -0.346 -0.304
H -0.194 1.549 -3.294 0.275 0.255 -0.117
H -1.579 1.006 -2.402 -0.402 0.023 -0.103
H -0.152 1.430 -1.505 0.200 0.302 0.143
H -0.103 -1.831 -0.826 0.197 -0.168 0.068
H -1.343 -0.654 -0.857 -0.540 0.110 0.060
H -4.862 -1.875 -4.034 -0.135 -0.367 0.126
H -4.120 -3.328 -2.147 -0.200 0.246 -0.246
H -2.876 -3.299 -4.318 -0.659 -0.245 0.402
H -3.423 0.583 -0.804 0.032 -0.367 0.526
H -5.163 -0.831 -0.399 0.477 0.208 0.443
C -0.079 -1.908 3.703 -0.133 -0.045 0.137
C 1.254 -1.310 3.314 0.008 -0.168 -0.283
O 0.935 -0.607 2.123 0.019 0.200 0.439
C -0.381 -0.248 2.204 -0.211 -0.257 -0.061
O -0.904 0.560 1.520 0.061 0.227 -0.115
O -0.998 -0.940 3.190 0.162 -0.051 0.055
F 2.176 -2.263 3.037 0.017 0.041 -0.041
H -0.240 -2.866 3.207 0.110 -0.002 -0.068
H -0.204 -2.026 4.776 -0.109 0.154 0.000
H 1.674 -0.613 4.042 0.085 -0.045 0.016
C 0.992 3.062 3.295 -0.165 -0.250 -0.105
C 2.184 3.898 2.893 -0.099 0.195 0.138
O 2.634 4.404 4.142 0.137 -0.277 -0.066
C 2.271 3.512 5.107 -0.114 0.036 -0.071
O 2.694 3.499 6.211 0.019 0.043 0.117
O 1.363 2.632 4.615 0.056 0.063 -0.161
F 1.843 4.931 2.090 0.008 0.049 0.066
H 0.082 3.660 3.348 0.056 0.123 -0.034
H 0.821 2.211 2.642 0.057 -0.088 0.106
H 2.993 3.338 2.422 0.009 0.053 -0.092
```
Positions in Å, forces in eV/Å.

Results
**Molecular weight**: 493.258 g mol⁻¹
**Charge**: -1
**Calculated total energy**: -2094.42016 Ha

Löwdin atomic charge list, values in e, 8 entries:
1 C -0.08
2 C -0.38
3 C -0.06
4 C -0.33
5 C -0.07
6 C -0.30
7 O -0.49
8 Nb 1.18